# 1
Below is C3H6Cl6 as an isolated structure at a distorted geometry, with properties calculated with wB97M-V/def2-TZVPD.

Structure (XYZ):
```
15
Properties=species:S:1:pos:R:3
C -6.42579 15.32073 9.55498
Cl -7.60839 16.50549 10.34867
Cl -5.64955 14.36041 10.81595
H -7.01710 14.55937 9.04627
H -5.70072 15.77250 8.87802
C -4.55835 17.70472 3.64770
Cl -5.80222 16.81997 4.53350
Cl -3.23890 17.67215 4.80242
H -4.41807 17.11758 2.74012
H -4.73100 18.76451 3.46021
C -9.38244 17.25603 -0.40296
Cl -7.67207 17.00340 -0.15157
Cl -10.34268 15.91689 0.33434
H -9.60808 18.15616 0.16882
H -9.67732 17.35739 -1.44741
```

The calculation puts the LUMO energy at 0.562 eV. The HOMO-LUMO gap comes out at 0.415 Ha. The total charge is 0. As for the total energy: -2879.0237 a.u. As for the energy above the lowest of the compared OMol25 structures with the same formula, charge and spin: 15.77 kcal per mole.

# 2
Below is C3H6ClF in the gas phase at a distorted geometry, with properties calculated with wB97M-V/def2-TZVPD.

Structure (XYZ):
```
11
Properties=species:S:1:pos:R:3
C 0.48092 1.58776 -0.09382
C -0.13838 0.30500 0.49562
C 1.03057 -0.75927 0.56748
H 1.01843 1.31317 -0.93868
H -0.28081 2.33397 -0.36945
H 1.31507 1.89482 0.64390
H -0.71603 0.55092 1.48114
H 0.72552 -1.79531 0.50249
H 1.53670 -0.39405 1.42858
F 1.91795 -0.57635 -0.58099
Cl -1.71171 -0.32455 -0.19616
```

The calculation puts the LUMO energy at 0.887 eV. The HOMO-LUMO gap comes out at 0.421 Ha. The total charge is 0. Its SMILES is C[C@@H](Cl)CF. As for the total energy: -677.9255 a.u. As for the energy above the lowest of the compared OMol25 structures with the same formula, charge and spin: 19.87 kcal per mole.

# 3
Below is C3H6ClFO in the gas phase at a distorted geometry, with properties calculated with wB97M-V/def2-TZVPD.

Structure (XYZ):
```
12
Properties=species:S:1:pos:R:3
C 1.82957 0.36346 0.46648
C -0.34134 -0.47697 -0.05992
C -1.72405 0.01246 -0.55235
H 2.34869 -0.19611 -0.30140
H 1.91510 -0.19624 1.42027
H 2.34702 1.32505 0.62615
H -0.46354 -0.98133 0.90269
H -0.05733 -1.27064 -0.78501
H -2.38559 -0.84406 -0.66114
O 0.53028 0.63042 0.01987
F -1.59144 0.55304 -1.78753
Cl -2.40736 1.08092 0.71186
```

The calculation puts the LUMO energy at 0.899 eV. The HOMO-LUMO gap comes out at 0.411 Ha. The total charge is 0. Its SMILES is COC[C@H](F)Cl. As for the total energy: -753.1737 a.u. As for the energy above the lowest of the compared OMol25 structures with the same formula, charge and spin: 21.15 kcal per mole.

# 4
Below is C3H6ClFS in the gas phase at a distorted geometry, with properties calculated with wB97M-V/def2-TZVPD.

Structure (XYZ):
```
12
Properties=species:S:1:pos:R:3
C 0.14802 0.16549 0.30118
C -1.27586 0.15657 0.58847
C 0.86972 -0.89014 -0.49629
H 1.48600 2.30770 0.14554
H 0.75320 0.39214 1.15159
H -1.42121 -0.84480 1.06251
H -1.84294 0.91911 0.95835
H 0.58248 -1.90433 -0.07650
H 0.34731 -1.02202 -1.49283
F 2.27247 -0.66070 -0.61078
S 0.17860 1.66359 -0.69746
Cl -2.09779 -0.28262 -0.83378
```

The calculation puts the LUMO energy at 0.245 eV. The HOMO-LUMO gap comes out at 0.346 Ha. The total charge is 0. Its SMILES is FC[C@@H](S)CCl. As for the total energy: -1076.0520 a.u. As for the energy above the lowest of the compared OMol25 structures with the same formula, charge and spin: 59.36 kcal per mole.

# 5
Below is a 2-piece molecular cluster, C3H6ClN overall at a distorted geometry, with properties calculated with wB97M-V/def2-TZVPD.

Structure (XYZ):
```
11
Properties=species:S:1:pos:R:3
C 1.19123 1.32463 0.00784
C -0.00352 0.82844 0.35516
C -1.04363 0.30759 -0.46373
N -0.35523 -2.12617 0.18913
Cl -2.66590 0.34096 -0.01092
H 1.98616 1.50204 0.83896
H 1.32200 1.55366 -0.99216
H -0.30339 0.74985 1.34955
H -0.71809 0.16558 -1.43187
H 0.14757 -2.45106 -0.64330
H 0.44281 -2.19554 0.80134
```

The calculation puts the LUMO energy (spin up / spin down) at -0.458 / -0.355 eV. The HOMO-LUMO gap (spin up / spin down) comes out at 0.268 / 0.354 Ha. The total charge is 0. As for the total energy: -632.6874 a.u. As for the energy above the lowest of the compared OMol25 structures with the same formula, charge and spin: 87.40 kcal per mole.

# 6
Below is C3H6ClN in the gas phase at a distorted geometry, with properties calculated with wB97M-V/def2-TZVPD.

Structure (XYZ):
```
11
Properties=species:S:1:pos:R:3
C -0.25969 0.48139 0.67275
C 0.87368 -0.39331 0.50856
C -0.67107 0.22540 -0.82022
H -1.14179 0.06018 1.05773
H 0.87648 -1.48132 1.09764
H 1.79467 0.10419 0.74093
H 0.27562 -1.72276 -1.04602
H -0.22084 1.07747 -1.47138
H -1.71151 0.14503 -1.09212
N 0.44796 -0.70369 -0.82424
Cl -0.26351 2.20742 1.17638
```

The calculation puts the LUMO energy at 0.908 eV. The HOMO-LUMO gap comes out at 0.349 Ha. The total charge is 0. Its SMILES is ClC1CNC1. As for the total energy: -632.7601 a.u. As for the energy above the lowest of the compared OMol25 structures with the same formula, charge and spin: 41.77 kcal per mole.

# 7
Below is a 2-piece molecular cluster, C3H6ClN2 overall at a distorted geometry, with properties calculated with wB97M-V/def2-TZVPD.

Structure (XYZ):
```
12
Properties=species:S:1:pos:R:3
C 0.25428 -0.17433 -1.26406
C 0.41494 0.34803 0.83139
C 1.62414 0.65590 0.28301
N -0.38142 -0.18522 -0.15633
N 1.49635 0.31273 -1.06467
Cl -3.31212 -0.62367 0.89949
H -0.26102 -0.47209 -2.24163
H -3.26552 -1.51166 1.69908
H 0.09685 0.30829 1.78919
H 2.41074 1.05674 0.78170
H -1.27204 -0.35663 0.14546
H 2.19482 0.64191 -1.70264
```

The calculation puts the LUMO energy at -3.242 eV. The HOMO-LUMO gap comes out at 0.425 Ha. The total charge is +1. As for the total energy: -687.3604 a.u. As for the energy above the lowest of the compared OMol25 structures with the same formula, charge and spin: 0.00 kcal per mole.

# 8
Below is a 2-piece molecular cluster, C3H6ClN3 overall at a distorted geometry, with properties calculated with wB97M-V/def2-TZVPD.

Structure (XYZ):
```
13
Properties=species:S:1:pos:R:3
C -1.95914 -0.79221 0.49626
C -0.59846 -1.49381 0.19848
C 1.25305 1.93003 0.09788
N 0.13321 2.03885 0.31669
N 2.52775 1.79730 -0.18619
N 0.12865 -1.44236 -0.82854
Cl -0.10962 -0.57802 -2.20328
H -2.12230 -0.99346 1.56982
H -2.60797 -1.40356 -0.03495
H -0.28143 -2.28423 0.95992
H -2.02040 0.31972 0.17252
H 3.09458 1.50404 0.53498
H 2.56207 1.39772 -1.09360
```

The calculation puts the LUMO energy at 0.672 eV. The HOMO-LUMO gap comes out at 0.366 Ha. The total charge is 0. Its SMILES is C/C=N\Cl.N#CN. As for the total energy: -742.2820 a.u. As for the energy above the lowest of the compared OMol25 structures with the same formula, charge and spin: 50.95 kcal per mole.

# 9
Below is an isolated ion of composition C3H6ClN4 and charge +1 at a distorted geometry, with properties calculated with wB97M-V/def2-TZVPD.

Structure (XYZ):
```
14
Properties=species:S:1:pos:R:3
C 0.32971 -1.54185 0.23941
C 0.73438 0.87360 0.42578
C -1.20165 0.03727 -0.90578
N 1.35406 1.84940 0.89817
N -0.73836 -1.30823 -0.43807
N -0.20177 1.06008 -0.56003
N 1.10686 -0.52726 0.54190
Cl -0.89618 2.74624 -0.58725
H 0.70151 -2.55079 0.57604
H -1.64089 -0.03449 -2.01505
H -2.09386 0.36758 -0.28545
H 2.07043 1.64866 1.57202
H -1.43898 -1.96195 -0.62526
H 1.91475 -0.65826 1.16357
```

The calculation puts the LUMO energy at -4.344 eV. The HOMO-LUMO gap comes out at 0.345 Ha. The total charge is +1. Its SMILES is [H]/N=C1\[NH+]=CNCN1Cl. As for the total energy: -796.8106 a.u. As for the energy above the lowest of the compared OMol25 structures with the same formula, charge and spin: 39.84 kcal per mole.

# 10
Below is C3H6ClNO in the gas phase at a distorted geometry, with properties calculated with wB97M-V/def2-TZVPD.

Structure (XYZ):
```
12
Properties=species:S:1:pos:R:3
C 0.75508 0.04994 -0.51108
C -0.41052 -0.29256 -1.30724
C -0.68902 0.05281 1.49501
N 1.85358 0.25100 -1.03144
O 0.65307 0.40581 1.08789
Cl 3.20520 0.66390 -0.06965
H -0.23240 -1.05815 -2.10395
H -1.23440 -0.59846 -0.84313
H -0.78302 0.59442 -1.82278
H -0.81638 -1.06773 1.67050
H -1.36965 0.60563 0.85669
H -0.93154 0.39337 2.57918
```

The calculation puts the LUMO energy at 0.742 eV. The HOMO-LUMO gap comes out at 0.391 Ha. The total charge is 0. Its SMILES is CO/C(C)=N\Cl. As for the total energy: -707.9826 a.u. As for the energy above the lowest of the compared OMol25 structures with the same formula, charge and spin: 82.51 kcal per mole.

Question: Among the records above, which one has the lowest total energy?
Answer: C3H6Cl6

Question: The lowest total energy belongs to which entry?
Answer: C3H6Cl6

Question: What is the total energy in the fifth record?
Answer: -632.6874 a.u.

Question: The lowest total energy belongs to which entry?
Answer: C3H6Cl6